Computed, not measured: an isolated molecule of C6H12O, with wB97M-V/def2-TZVPD.

Geometry as XYZ:
```
19
Properties=species:S:1:pos:R:3:forces:R:3
C 1.651574 0.813784 -1.664874 0.12 -0.02 -0.27
C 1.170662 -0.591149 0.394806 -0.12 0.19 0.29
O 1.257748 1.003270 -0.309178 0.12 -0.03 0.10
C -0.178406 1.109250 -0.036418 -0.11 0.05 0.04
C -0.359927 -0.312694 0.477327 -0.08 -0.08 -0.05
C -0.938807 -0.422296 1.884505 0.03 -0.01 0.08
C -1.163505 -1.187792 -0.487671 -0.05 -0.05 -0.06
H 2.685535 0.475081 -1.609521 -0.10 0.11 -0.12
H 1.057263 0.015882 -2.115233 0.05 0.16 -0.03
H 1.566325 1.754680 -2.218148 -0.02 -0.09 0.11
H 1.608399 -0.288464 1.365530 -0.12 -0.07 -0.13
H -0.723733 1.395788 -0.945219 0.12 -0.13 0.12
H -0.304273 1.889518 0.720487 0.10 -0.13 -0.10
H -0.396598 0.222837 2.585558 -0.10 -0.07 -0.11
H -0.834282 -1.456096 2.235868 -0.04 0.15 -0.01
H -2.005219 -0.166145 1.919552 0.13 -0.04 -0.02
H -1.070473 -2.240554 -0.201422 -0.02 0.13 -0.02
H -0.793960 -1.097728 -1.515438 -0.04 -0.02 0.19
H -2.228331 -0.917173 -0.480515 0.13 -0.05 0.00
```
Positions in Å, forces in eV/Å.

Output
Energy = -8459.5999 eV
2S+1 = 1
E_HOMO = -7.41 eV

Computed, not measured: a cluster of 11 separate species, C21H64N12O11 in total at a distorted geometry, with wB97M-V/def2-TZVPD.

Geometry as XYZ:
```
108
Properties=species:S:1:pos:R:3:forces:R:3
C -2.903046 0.542263 -3.678280 -0.92 5.50 -5.22
O -3.017781 1.518365 -4.619676 0.12 -4.71 4.13
N -3.447708 -0.629817 -3.666372 -2.60 -2.68 -0.80
N -2.093175 0.662379 -2.695149 3.51 3.91 2.02
H -4.174594 -0.726361 -4.296406 -1.59 -0.35 -1.68
H -3.520897 -1.272756 -2.861454 0.22 0.62 0.61
H -1.742820 1.611279 -2.576721 -0.27 -0.10 -0.20
H -1.852412 0.073698 -1.966245 -0.59 -1.78 1.59
C 0.395202 -0.460043 0.101165 6.13 4.89 2.89
O 1.313250 0.373961 0.654781 -4.37 -3.24 -2.25
N 0.704733 -1.231153 -0.891006 1.08 -1.52 -3.32
N -0.823103 -0.553146 0.473029 -3.92 0.87 2.23
H 1.571929 -1.043539 -1.431438 -0.75 -0.18 0.40
H -0.098655 -1.712839 -1.391027 1.70 0.90 0.63
H -1.183131 0.075849 1.201794 0.50 -0.20 -0.36
H -1.305788 -1.429047 0.347965 -0.06 0.38 0.05
C -0.150858 -1.610488 -4.604153 6.18 -4.53 -6.54
O 0.760862 -2.222717 -5.450970 -4.17 2.77 3.86
N 0.205731 -0.647916 -3.837596 0.47 2.60 2.15
N -1.362002 -2.096995 -4.484177 -3.57 -2.19 -2.01
H 1.201291 -0.444372 -3.780607 -0.84 -0.06 -0.14
H -0.522280 -0.125537 -3.314026 1.06 -0.22 -0.61
H -1.769594 -2.704443 -5.266600 1.45 1.22 1.58
H -2.113393 -1.563426 -4.030422 0.23 0.20 -0.75
C 3.624770 1.567887 2.208388 -3.24 5.66 -2.91
O 2.836594 2.474653 1.575434 3.91 -3.52 2.70
N 3.542252 0.294175 2.049629 -1.81 -3.22 -1.53
N 4.682357 1.869612 2.930368 2.52 0.86 3.87
H 2.738716 0.114644 1.462573 -0.67 -0.64 -0.29
H 3.622654 -0.309099 2.837502 0.38 -0.32 0.39
H 4.750011 2.806626 3.287519 -0.14 0.28 -0.10
H 4.981408 1.165859 3.683501 -0.55 1.41 -1.94
C 0.058254 4.072024 3.231688 3.42 -4.96 7.26
O 0.395569 3.231735 4.359660 -2.32 4.35 -5.61
N 0.442025 3.781922 2.047036 2.70 -4.95 -1.79
N -0.450735 5.257594 3.304504 -2.54 3.71 0.92
H 1.137608 3.019065 1.811084 -0.55 0.59 1.06
H 0.229965 4.266289 1.257109 -0.91 2.09 -2.13
H -0.871771 5.599170 4.162870 0.23 -0.26 -0.38
H -0.608283 5.794404 2.437823 0.13 -0.45 1.11
C -2.152972 -2.715287 -1.138734 -4.84 2.71 -2.87
O -3.327802 -2.025554 -1.419240 5.45 -3.17 1.22
N -1.115606 -2.865452 -1.936851 1.62 -0.75 -3.72
N -1.944307 -3.161968 0.043344 -2.16 -1.67 4.75
H -1.144230 -2.441067 -2.910118 -0.47 -1.25 1.17
H -0.410355 -3.661794 -1.947605 -1.53 1.26 0.87
H -2.820813 -3.161502 0.606612 1.30 -0.10 -0.22
H -1.103238 -3.612653 0.423716 -0.52 0.27 -0.76
C -3.683676 2.191121 0.811239 0.32 1.37 -0.64
C -3.022022 1.710648 2.028483 -7.77 -1.59 2.51
C -3.571715 0.325455 2.363584 -0.59 -0.43 -1.87
O -1.769996 1.582505 2.017840 8.04 0.15 -0.27
H -4.761874 2.291611 1.033275 0.57 0.34 -0.63
H -3.468782 1.525001 -0.009214 -0.27 -0.37 -0.48
H -3.114954 3.117223 0.590809 -1.15 0.10 -0.33
H -3.371670 2.303439 2.854235 -0.14 0.99 0.69
H -4.655400 0.305644 2.409943 -0.22 0.04 -0.17
H -3.217781 -0.120788 3.257624 0.63 -0.11 0.87
H -3.247541 -0.283644 1.483361 -0.52 -0.08 0.68
H -1.312201 2.406318 2.233201 0.47 -0.28 -0.14
C 0.404068 -0.567402 3.652629 -0.43 -0.35 -2.02
C -0.749887 -1.438628 4.220500 -2.13 4.89 -5.97
C -1.571608 -2.236979 3.245498 -0.27 0.89 -2.25
O -0.349252 -2.316749 4.996046 4.25 -5.82 8.32
H 1.161509 -1.175562 3.093135 -0.74 0.44 0.32
H 0.925036 -0.119241 4.478020 0.16 0.43 0.55
H 0.011826 0.252448 2.983130 0.66 -0.84 0.84
H -1.325481 -0.686925 4.721607 -1.35 0.66 0.23
H -1.151920 -3.162505 2.829084 0.62 0.53 0.42
H -1.732006 -1.524106 2.476671 -0.12 0.12 -1.40
H -2.575078 -2.513883 3.452462 -0.95 -0.11 1.41
H 0.009957 -1.825103 5.756330 0.29 -1.04 0.17
C 3.143735 0.524999 -4.168580 0.74 1.80 -3.61
C 3.438378 -0.067217 -2.918591 4.10 5.46 2.26
C 3.164070 0.816679 -1.728089 1.85 2.43 0.49
O 2.803617 -1.127707 -2.627500 -4.20 -7.42 0.29
H 3.950391 1.245681 -4.434394 -0.13 -0.82 -0.09
H 2.364951 1.217962 -4.096617 -1.86 0.78 -0.05
H 2.955776 -0.173948 -4.996106 0.20 0.13 0.23
H 4.474009 -0.266462 -2.888073 1.73 -0.27 -0.23
H 3.513772 1.854442 -1.894574 0.04 -0.32 0.14
H 3.683172 0.482257 -0.791240 -0.75 0.02 -0.83
H 2.108507 0.913055 -1.601837 -0.57 -0.13 0.46
H 3.434668 -1.670885 -2.200159 0.31 -1.60 0.70
C -0.433296 2.628817 -0.727181 -0.76 1.25 3.10
C -0.436313 3.298871 -2.013454 7.34 0.79 3.10
C 0.606228 2.704015 -2.870715 3.29 0.18 0.54
O -1.545076 3.300366 -2.578312 -8.42 0.56 -5.10
H 0.495999 2.694036 -0.182356 0.59 -0.22 -0.42
H -0.705887 1.622570 -0.756200 -0.47 -1.65 -0.06
H -1.137153 3.139116 -0.021886 0.17 -0.50 -0.76
H -0.194452 4.307773 -1.781841 1.17 1.54 0.26
H 0.736319 3.126989 -3.852999 -0.34 0.47 -0.54
H 0.494132 1.637813 -3.011990 -0.09 -0.17 0.17
H 1.582604 2.911053 -2.334595 -0.87 -0.55 -0.78
H -1.356809 3.675977 -3.463527 -1.27 -0.48 0.27
C 0.620982 -4.794027 1.800098 0.67 -0.88 1.33
C 1.210437 -3.514743 1.337062 0.53 0.38 6.48
C 2.579104 -3.127064 1.946243 0.52 0.27 -0.53
O 1.316189 -3.534187 0.086088 0.67 -2.01 -8.46
H -0.432099 -4.912153 1.502783 0.45 -0.39 0.09
H 0.711807 -4.740449 2.870051 -0.68 -0.22 0.81
H 1.267592 -5.661420 1.565896 -0.57 0.35 -0.54
H 0.531818 -2.705891 1.579160 -0.43 0.45 1.04
H 2.586159 -3.065316 3.017055 -0.09 -0.03 0.70
H 2.755577 -2.094809 1.560241 0.20 -0.76 0.22
H 3.436535 -3.784179 1.627963 -1.02 0.46 0.09
H 1.251171 -2.646390 -0.235537 0.18 1.14 -0.94
```
Positions in Å, forces in eV/Å.

Output
Energy = -63211.9763 eV
2S+1 = 1
E_HOMO = -8.88 eV